This record from OMol25 describes a 7-piece molecular cluster, C29H59F3IN7O10 overall. The level of theory is ωB97M-V/def2-TZVPD.

Output
orbital gap: 8.865 eV
highest occupied orbital energy: -0.3143 Eh
SMILES string: CCCN[C@@H](CCOCC(F)(F)F)OC(=O)CC(=O)I.CN(C)C=O.CN(C)C=O.CN(C)C=O.CN(C)C=O.CN(C)C=O.CN(C)C=O

Geometry (Å):
C  5.8508  -2.8617  -1.2409
C  4.6647  -3.4366  -0.4586
C  3.8049  -4.4019  -1.2719
N  3.0469  -3.8286  -2.3861
C  2.2970  -2.6564  -2.1378
C  2.8853  -1.3541  -2.6901
C  1.8772  -0.4055  -3.3163
O  2.4893  0.8876  -3.3285
C  1.5839  1.9446  -3.3919
C  1.1969  2.4215  -1.9796
F  1.7348  3.6188  -1.6949
F  1.6077  1.5653  -1.0444
F  -0.1334  2.5547  -1.8414
O  0.9470  -2.8526  -2.7257
C  -0.0701  -2.6830  -1.8728
O  -0.1225  -1.7781  -1.0871
C  -1.1296  -3.7545  -2.0046
C  -2.4759  -3.2226  -1.5453
O  -3.3193  -2.8201  -2.2710
I  -2.7242  -3.2176  0.5789
H  5.6053  -1.9307  -1.7545
H  6.6720  -2.6324  -0.5592
H  6.2353  -3.5807  -1.9698
H  5.0492  -3.9973  0.3985
H  4.0715  -2.6232  -0.0306
H  4.4741  -5.1473  -1.7101
H  3.1216  -4.9547  -0.6202
H  3.5964  -3.7637  -3.2313
H  2.1416  -2.5542  -1.0629
H  3.3720  -0.8089  -1.8776
H  3.6721  -1.5876  -3.4142
H  1.6280  -0.6894  -4.3430
H  0.9716  -0.3705  -2.7053
H  0.6613  1.6848  -3.9201
H  2.0672  2.7759  -3.9053
H  -0.8400  -4.5977  -1.3743
H  -1.2193  -4.0810  -3.0409
C  -0.8468  1.5375  3.4734
N  -0.3896  0.2770  2.9205
C  -0.2048  0.1646  1.4832
C  -0.1361  -0.8012  3.6838
O  0.2456  -1.8765  3.2582
H  -1.8172  1.8129  3.0658
H  -0.1344  2.3347  3.2470
H  -0.9384  1.4517  4.5549
H  -0.8552  -0.6056  1.0721
H  0.8250  -0.1083  1.2478
H  -0.4413  1.1207  1.0200
H  -0.3091  -0.6184  4.7587
C  4.0454  2.3849  0.9537
N  5.0400  1.4905  1.5055
C  6.4471  1.7200  1.2226
C  4.7181  0.4350  2.2772
O  5.5317  -0.3405  2.7479
H  4.0890  2.3760  -0.1370
H  4.2071  3.4078  1.3005
H  3.0518  2.0635  1.2612
H  6.8756  0.8545  0.7140
H  7.0047  1.8782  2.1428
H  6.5553  2.5989  0.5927
H  3.6325  0.3292  2.4452
C  -7.5501  -0.6653  2.4553
N  -7.0922  -1.8946  1.8521
C  -6.8984  -1.9396  0.4072
C  -6.8374  -2.9946  2.5867
O  -6.4545  -4.0569  2.1365
H  -8.5256  -0.3749  2.0570
H  -6.8450  0.1475  2.2631
H  -7.6406  -0.7969  3.5328
H  -7.5303  -2.7118  -0.0318
H  -5.8595  -2.1834  0.1868
H  -7.1485  -0.9803  -0.0306
H  -7.0149  -2.8419  3.6666
C  11.2005  -0.5672  1.3028
N  10.3517  0.4933  1.7995
C  9.7367  0.3578  3.1117
C  10.1020  1.6065  1.0833
O  9.3990  2.5238  1.4641
H  10.6463  -1.5051  1.2282
H  12.0565  -0.7216  1.9631
H  11.5698  -0.3027  0.3134
H  8.6495  0.3796  3.0328
H  10.0475  1.1736  3.7648
H  10.0425  -0.5908  3.5465
H  10.5943  1.6068  0.0958
C  -9.3192  1.2453  -4.6434
N  -9.0252  0.4471  -3.4730
C  -10.1130  -0.1899  -2.7503
C  -7.7682  0.2646  -3.0234
O  -7.4832  -0.4030  -2.0473
H  -9.9711  2.0836  -4.3890
H  -9.8107  0.6436  -5.4106
H  -8.3916  1.6394  -5.0546
H  -10.1422  0.1579  -1.7172
H  -9.9805  -1.2719  -2.7349
H  -11.0530  0.0532  -3.2402
H  -7.0063  0.7780  -3.6332
C  -5.1883  5.1374  0.5358
N  -4.8883  4.3786  1.7303
C  -5.9740  3.7905  2.4959
C  -3.6270  4.1893  2.1641
O  -3.3346  3.5540  3.1597
H  -5.8193  5.9974  0.7695
H  -5.7044  4.5160  -0.1991
H  -4.2611  5.4979  0.0940
H  -5.9770  4.1764  3.5155
H  -5.8611  2.7073  2.5488
H  -6.9182  4.0329  2.0137
H  -2.8688  4.6658  1.5201

Mulliken atomic charge list, values in e, 99 entries:
1. C -1.093
2. C -0.075
3. C -0.906
4. N -0.150
5. C -0.303
6. C -0.246
7. C -0.375
8. O -0.398
9. C -0.911
10. C 1.056
11. F -0.320
12. F -0.106
13. F -0.312
14. O -0.423
15. C 0.357
16. O -0.336
17. C -0.588
18. C 0.259
19. O -0.459
20. I 0.039
21. H 0.201
22. H 0.349
23. H 0.314
24. H 0.425
25. H 0.109
26. H 0.454
27. H 0.286
28. H 0.374
29. H 0.554
30. H 0.019
31. H 0.206
32. H 0.287
33. H 0.257
34. H 0.386
35. H 0.388
36. H 0.297
37. H 0.409
38. C -1.005
39. N 0.350
40. C -0.510
41. C 0.005
42. O -0.562
43. H 0.439
44. H 0.251
45. H 0.310
46. H 0.011
47. H 0.045
48. H 0.376
49. H 0.272
50. C -0.965
51. N 0.243
52. C -0.928
53. C 0.071
54. O -0.633
55. H 0.356
56. H 0.371
57. H 0.209
58. H 0.274
59. H 0.228
60. H 0.422
61. H 0.311
62. C -0.978
63. N 0.224
64. C -0.718
65. C 0.089
66. O -0.583
67. H 0.295
68. H 0.380
69. H 0.315
70. H 0.241
71. H 0.045
72. H 0.465
73. H 0.264
74. C -0.930
75. N 0.151
76. C -0.814
77. C 0.102
78. O -0.575
79. H 0.334
80. H 0.334
81. H 0.292
82. H 0.159
83. H 0.297
84. H 0.381
85. H 0.288
86. C -0.913
87. N 0.113
88. C -0.906
89. C 0.144
90. O -0.619
91. H 0.334
92. H 0.335
93. H 0.288
94. H 0.267
95. H 0.284
96. H 0.373
97. H 0.271
98. C -0.899
99. N 0.129

This record from OMol25 describes one molecule with the formula C4H7P at a distorted geometry. The level of theory is ωB97M-V/def2-TZVPD.

Output
orbital gap: 9.788 eV
ΔE to the lowest compared entry with this formula, charge and spin: 300.5 kJ/mol
highest occupied orbital energy: -0.3225 Eh
SMILES string: CC1=C[C@@H]1P

Geometry (Å):
C  1.1360  -0.2952  1.3787
C  -0.0522  -0.1120  0.5166
C  -1.3039  -0.4320  0.3085
C  -0.6252  0.9023  -0.4345
P  -0.2592  0.9713  -2.2031
H  0.9068  -0.8743  2.3195
H  1.4082  0.7556  1.7780
H  2.1052  -0.7199  0.8588
H  -2.1325  -0.9022  0.7159
H  -0.8935  1.8124  -0.0561
H  -1.5606  0.8515  -2.5384
H  -0.1475  -0.6170  -2.3536

Taken from the natural (NBO) analysis, the atomic charges in e are:
1. C -0.668
2. C 0.016
3. C -0.186
4. C -0.531
5. P 0.312
6. H 0.231
7. H 0.230
8. H 0.240
9. H 0.222
10. H 0.194
11. H -0.038
12. H -0.021

This record from OMol25 describes C41H60F6N4O11PSr as an isolated structure at a distorted geometry. The level of theory is ωB97M-V/def2-TZVPD.

Output
orbital gap (alpha / beta): 5.729 / 3.954 eV
charge: -2
ΔE to the lowest compared entry with this formula, charge and spin: 0.0 kJ/mol
highest occupied orbital energy (alpha / beta): -0.0976 / -0.0975 Eh
spin multiplicity: 2

Geometry (Å):
Sr  0.4835  0.0633  2.3962
C  1.7338  -3.2396  3.3339
N  2.1944  -2.4482  2.1566
C  3.6375  -2.2566  2.2928
C  1.8618  -3.1977  0.9470
C  2.2927  -2.4642  -0.3354
N  1.6538  -1.1646  -0.5106
C  0.4866  -1.1555  -1.4166
C  -0.5284  -2.2278  -1.2327
C  -0.7766  -3.1189  -2.2884
C  -1.8857  -3.9571  -2.3380
C  -2.7728  -3.7925  -1.2527
C  -2.4773  -3.1126  -0.0695
C  -1.2770  -2.3111  0.0082
O  -0.9334  -1.6760  1.0823
C  -3.4257  -3.1788  1.1103
C  -2.7235  -3.6213  2.4515
C  -4.5152  -4.2234  0.7944
C  -4.1689  -1.8516  1.2800
C  -2.2128  -4.8058  -3.5683
C  -3.2911  -5.8574  -3.2477
C  -2.6771  -3.9750  -4.7648
C  -0.9380  -5.5707  -3.9927
C  2.6590  -0.1377  -0.8271
C  2.3110  1.0476  -1.6690
C  2.9467  1.2154  -2.8910
C  2.7161  2.3723  -3.6506
C  1.8708  3.3425  -3.1027
C  1.1877  3.2290  -1.8657
C  1.4406  2.0336  -1.0724
O  1.0278  1.8324  0.1319
C  0.2698  4.3777  -1.4348
C  -0.5299  4.9210  -2.6287
C  1.1845  5.5142  -1.0248
C  -0.7611  3.9922  -0.3727
C  3.3950  2.6734  -4.9739
C  2.3283  3.0310  -6.0445
C  4.2105  1.4979  -5.4992
C  4.3745  3.8448  -4.7427
H  2.2901  -4.2288  3.4337
H  1.9019  -2.7364  4.3001
H  0.6464  -3.4183  3.1755
H  4.1922  -3.2407  2.2763
H  4.0114  -1.6571  1.4410
H  3.8808  -1.7442  3.2181
H  2.2960  -4.2097  0.9372
H  0.7608  -3.3731  0.9174
H  3.3778  -2.3809  -0.3109
H  1.9702  -3.1439  -1.1363
H  0.0187  -0.1908  -1.2227
H  0.7935  -1.2324  -2.4803
H  -0.0981  -3.1525  -3.1410
H  -3.7824  -4.2011  -1.2904
H  -2.2694  -4.5985  2.3137
H  -1.9851  -2.9267  2.7666
H  -3.4532  -3.7112  3.2461
H  -4.0987  -5.2109  0.5650
H  -5.2139  -4.3339  1.6228
H  -5.1437  -3.9464  -0.0594
H  -3.5167  -1.0011  1.4490
H  -4.7285  -1.6180  0.3560
H  -4.9035  -1.8842  2.0914
H  -4.2399  -5.3871  -2.9462
H  -3.5015  -6.4282  -4.1285
H  -2.9992  -6.5040  -2.4341
H  -3.2765  -3.1134  -4.4907
H  -1.8412  -3.6088  -5.3524
H  -3.2064  -4.6590  -5.4177
H  -0.4628  -6.0022  -3.0870
H  -1.1535  -6.3940  -4.6865
H  -0.1824  -4.9693  -4.5088
H  3.0539  0.1698  0.1587
H  3.5226  -0.6772  -1.3146
H  3.6309  0.4539  -3.2939
H  1.7578  4.2519  -3.6546
H  0.1476  5.2698  -3.3761
H  -1.2222  4.1735  -3.0311
H  -1.1438  5.7527  -2.3013
H  1.6333  5.9864  -1.8993
H  0.6726  6.2626  -0.4347
H  1.9891  5.1408  -0.4205
H  -1.4821  3.2758  -0.7606
H  -0.2742  3.5898  0.5172
H  -1.3143  4.8908  -0.0648
H  1.5010  2.3193  -6.0555
H  1.8698  3.9894  -5.8575
H  2.7794  3.0255  -7.0346
H  3.5265  0.6813  -5.6426
H  4.6926  1.7084  -6.4778
H  5.0007  1.1855  -4.7950
H  3.8432  4.7674  -4.5731
H  4.9678  3.5797  -3.8536
H  5.0775  3.9400  -5.5499
O  0.4458  2.2565  3.5574
C  -0.4014  2.6029  4.4613
O  -0.4082  2.2755  5.6791
C  -1.6513  3.3403  4.0206
C  -2.1299  4.5619  4.4706
C  -3.3098  5.0991  3.9079
C  -4.0560  4.4585  2.9031
C  -3.5439  3.2116  2.5111
C  -2.4088  2.5341  3.0471
O  -2.0948  1.3437  2.7090
N  -4.2575  2.4646  1.4348
O  -3.6592  1.7641  0.6283
O  -5.4565  2.7963  1.4255
N  -3.8865  6.3574  4.4136
O  -3.2807  6.8905  5.3412
O  -4.8938  6.7636  3.8358
H  -1.5919  5.0731  5.3055
H  -4.9476  4.8708  2.4470
O  -0.7078  -0.5750  4.8345
H  -1.0160  0.3100  5.0790
H  0.0359  -0.7112  5.4464
O  3.1955  1.0695  3.0335
H  3.6364  0.4791  3.6883
H  2.7524  1.7419  3.5835
F  1.9707  -0.4533  5.2307
P  3.2820  -0.7327  6.2610
F  4.2916  -0.4546  4.8802
F  3.3358  0.8594  6.6155
F  2.2301  -1.0776  7.4841
F  3.2280  -2.3194  5.7751
F  4.6125  -0.9748  7.1193

Mulliken atomic charge list, values in e, 99 entries:
1. Sr 1.322
2. C -0.660
3. N 1.228
4. C -0.921
5. C -0.563
6. C -1.847
7. N 1.227
8. C -0.439
9. C -0.176
10. C -0.366
11. C -0.681
12. C 0.347
13. C -0.876
14. C -0.205
15. O 1.017
16. C 2.662
17. C -1.431
18. C -2.450
19. C -1.690
20. C 2.083
21. C -1.980
22. C -1.720
23. C -1.748
24. C -1.224
25. C -0.115
26. C 0.092
27. C 0.008
28. C -0.762
29. C -0.612
30. C 0.304
31. O 0.079
32. C 2.743
33. C -2.048
34. C -1.805
35. C -2.524
36. C 2.027
37. C -1.649
38. C -2.073
39. C -1.663
40. H 0.270
41. H 0.025
42. H 0.081
43. H 0.287
44. H 0.132
45. H 0.100
46. H 0.486
47. H -0.183
48. H 0.922
49. H 0.274
50. H 0.190
51. H 0.137
52. H 0.265
53. H -0.069
54. H 0.367
55. H -0.118
56. H 0.527
57. H 0.430
58. H 0.429
59. H 0.443
60. H 0.209
61. H 0.308
62. H 0.411
63. H 0.383
64. H 0.529
65. H 0.378
66. H 0.294
67. H 0.363
68. H 0.481
69. H 0.334
70. H 0.445
71. H 0.343
72. H 0.138
73. H 0.539
74. H 0.403
75. H 0.157
76. H 0.550
77. H 0.356
78. H 0.477
79. H 0.380
80. H 0.481
81. H 0.339
82. H 0.522
83. H 0.313
84. H 0.550
85. H 0.346
86. H 0.356
87. H 0.447
88. H 0.486
89. H 0.402
90. H 0.326
91. H 0.345
92. H 0.342
93. H 0.488
94. O -0.685
95. C -0.698
96. O -0.732
97. C 1.231
98. C -0.735
99. C -0.199

This record from OMol25 describes C37H51IrN7O2S3 as an isolated structure at a distorted geometry. The level of theory is ωB97M-V/def2-TZVPD.

Output
orbital gap: 7.933 eV
charge: +1
ΔE to the lowest compared entry with this formula, charge and spin: 0.0 kJ/mol
highest occupied orbital energy: -0.3654 Eh

Geometry (Å):
Ir  0.2628  -0.2683  0.8235
S  0.5200  0.5130  3.1375
C  2.1425  0.1241  2.6715
C  3.2297  -0.1247  3.5072
C  4.4213  -0.4963  2.9233
C  4.5116  -0.6042  1.5323
C  3.3905  -0.3661  0.7736
N  2.2312  -0.0025  1.3347
H  3.1119  -0.0458  4.5781
H  5.2827  -0.7177  3.5397
H  5.4397  -0.8754  1.0514
H  3.3966  -0.4386  -0.3073
C  0.6625  -2.0672  -4.6820
C  0.2701  -0.6328  -4.3454
N  -0.9600  -0.5306  -3.5618
C  -2.2281  -0.4813  -4.3063
C  -2.9661  -1.8136  -4.3367
C  -0.9751  -0.6033  -2.2246
S  0.5469  -0.8834  -1.4375
N  -2.1893  -0.4684  -1.6708
C  -2.4662  -0.5384  -0.3822
O  -1.6820  -0.8382  0.5708
C  -3.8888  -0.3224  -0.0031
C  -4.2262  -0.2466  1.3466
C  -5.5493  -0.0854  1.7249
C  -6.5409  -0.0023  0.7564
C  -6.2081  -0.0720  -0.5905
C  -4.8861  -0.2306  -0.9709
H  1.6044  -2.0727  -5.2308
H  -0.0939  -2.5483  -5.3018
H  0.7908  -2.6508  -3.7706
H  0.1126  -0.0631  -5.2608
H  1.0689  -0.1506  -3.7841
H  -1.9836  -0.1623  -5.3183
H  -2.8580  0.2782  -3.8479
H  -2.3536  -2.5963  -4.7840
H  -3.8787  -1.7146  -4.9252
H  -3.2364  -2.1189  -3.3269
H  -3.4409  -0.3035  2.0883
H  -5.8107  -0.0244  2.7730
H  -7.5749  0.1210  1.0512
H  -6.9842  -0.0037  -1.3414
H  -4.6119  -0.2852  -2.0152
C  4.1386  6.8489  3.0919
C  2.6723  6.4343  3.1183
C  2.4442  5.0526  2.5141
C  0.9675  4.6624  2.5719
N  0.6395  3.4135  1.8976
C  0.4423  3.2624  0.5977
S  -0.3020  1.8413  -0.0739
N  0.7333  4.2769  -0.2166
C  0.5880  4.3261  -1.6717
C  -0.4677  5.3249  -2.1410
C  -1.9155  4.8365  -2.0449
C  -2.4975  4.8470  -0.6316
H  4.2714  7.8349  3.5361
H  4.5175  6.8908  2.0691
H  4.7552  6.1447  3.6525
H  2.0759  7.1712  2.5712
H  2.3096  6.4398  4.1500
H  3.0275  4.3072  3.0605
H  2.8089  5.0413  1.4822
H  0.3417  5.4618  2.1596
H  0.6721  4.5395  3.6130
H  0.4774  2.5815  2.4583
H  1.0494  5.1313  0.2159
H  0.3410  3.3218  -2.0062
H  1.5619  4.5939  -2.0860
H  -0.2390  5.5558  -3.1839
H  -0.3614  6.2601  -1.5804
H  -1.9794  3.8266  -2.4614
H  -2.5299  5.4813  -2.6764
H  -2.0588  4.0750  0.0005
H  -3.5722  4.6661  -0.6582
H  -2.3372  5.8180  -0.1564
C  -0.1739  -6.6390  -0.0985
N  -0.3630  -5.4538  0.7215
N  0.5721  -4.4394  0.7348
C  -0.0297  -3.2848  1.1829
O  0.6568  -2.2481  1.3934
C  -1.3974  -3.5983  1.3778
C  -1.5594  -4.9176  1.0547
C  -2.7967  -5.7428  1.0361
C  1.9687  -4.7125  0.7770
C  2.8304  -3.8759  0.0836
C  4.1931  -4.1229  0.1298
C  4.6892  -5.1998  0.8513
C  3.8175  -6.0296  1.5417
C  2.4534  -5.7825  1.5167
H  0.8834  -6.7674  -0.3055
H  -0.7080  -6.5481  -1.0461
H  -0.5348  -7.5135  0.4388
H  -2.1511  -2.9153  1.7222
H  -3.6403  -5.1436  1.3675
H  -2.6988  -6.6048  1.6971
H  -3.0092  -6.1137  0.0319
H  2.4253  -3.0523  -0.4880
H  4.8710  -3.4779  -0.4139
H  5.7532  -5.3931  0.8772
H  4.1975  -6.8681  2.1094
H  1.7721  -6.4106  2.0765

Mulliken atomic charge list, values in e, 99 entries:
1. Ir 2.181
2. S -0.766
3. C 0.773
4. C -0.910
5. C -0.237
6. C -0.747
7. C -0.491
8. N 0.282
9. H 0.532
10. H 0.427
11. H 0.485
12. H 0.599
13. C -0.970
14. C -0.912
15. N 0.276
16. C -0.612
17. C -1.055
18. C 0.289
19. S -0.621
20. N 0.070
21. C -0.043
22. O -1.340
23. C 0.579
24. C -0.385
25. C -0.898
26. C -0.443
27. C -0.746
28. C -0.125
29. H 0.403
30. H 0.298
31. H 0.200
32. H 0.484
33. H 0.389
34. H 0.470
35. H 0.330
36. H 0.329
37. H 0.376
38. H 0.201
39. H 0.495
40. H 0.428
41. H 0.417
42. H 0.441
43. H 0.357
44. C -1.286
45. C -0.429
46. C -0.222
47. C -1.402
48. N 0.418
49. C 0.300
50. S -0.352
51. N 0.079
52. C -0.676
53. C -0.763
54. C -0.175
55. C -1.002
56. H 0.383
57. H 0.332
58. H 0.318
59. H 0.332
60. H 0.302
61. H 0.375
62. H 0.344
63. H 0.330
64. H 0.516
65. H -0.309
66. H 0.152
67. H 0.273
68. H 0.346
69. H 0.368
70. H 0.371
71. H 0.069
72. H 0.377
73. H 0.143
74. H 0.362
75. H 0.319
76. C -1.100
77. N -0.042
78. N 0.701
79. C 0.702
80. O -0.788
81. C -1.301
82. C 0.629
83. C -1.626
84. C -0.212
85. C -0.313
86. C -0.560
87. C -0.599
88. C -0.721
89. C 0.252
90. H 0.442
91. H 0.342
92. H 0.358
93. H 0.555
94. H 0.392
95. H 0.357
96. H 0.371
97. H 0.355
98. H 0.469
99. H 0.410

no.,electronic energy (Ha)
1,-2873.38597
2,-497.81218
3,-3616.52726
4,-3273.11926